# 1
This record from OMol25 describes a structure of composition C29H19Br2Cl3HfN14OSi at a distorted geometry. The level of theory is the ωB97M-V functional and the def2-TZVPD basis.

Each line ends with the Mulliken charge.
Geometry (Å):
Hf1 0.1130 -1.4949 -0.5328  1.55
N1 0.6884 -0.1134 2.8751  0.16
C1 -0.2874 -1.0464 2.6674  0.15
N2 -1.1676 -1.4766 3.5570  -0.53
N3 -1.8844 -2.3887 2.9185  -0.73
N4 -1.4930 -2.5273 1.7160  -0.45
N5 -0.4565 -1.6850 1.4816  0.74
C2 1.5156 0.2609 1.8570  -0.17
N6 2.6045 1.0089 1.9708  -0.48
N7 3.0709 1.1245 0.7400  -0.97
N8 2.3366 0.4958 -0.0940  -0.09
N9 1.3073 -0.0870 0.5654  1.02
H1 0.9132 0.1766 3.8132  0.32
Br1 -0.6263 4.6673 5.2992  -0.18
C3 -1.7031 4.4611 3.7479  0.09
C4 -1.9045 5.5495 2.9099  -0.51
C5 -2.7136 5.4105 1.8040  -0.33
C6 -3.3069 4.1766 1.5097  0.24
C7 -3.0701 3.0845 2.3555  -0.08
C8 -2.2855 3.2321 3.4800  -0.65
N10 -4.2621 4.1551 0.5088  -0.37
N11 -4.5457 3.1955 -0.2023  -0.55
C9 -3.8081 2.0414 -0.3538  0.05
C10 -4.4885 0.8310 -0.2958  -0.45
C11 -3.8392 -0.3841 -0.4458  -1.09
C12 -2.4743 -0.4389 -0.7231  0.85
O1 -1.8160 -1.5509 -0.9329  -0.70
C13 -1.7718 0.8004 -0.8858  0.71
N12 -0.4793 0.7011 -1.2890  -0.03
C14 0.1898 1.8067 -1.5411  -0.07
C15 -0.3739 3.0804 -1.4066  -1.46
C16 -1.6796 3.2052 -1.0030  -0.68
C17 -2.4279 2.0485 -0.7126  0.58
H2 -1.4393 6.4971 3.1358  0.43
H3 -2.8980 6.2467 1.1467  0.49
H4 -3.5456 2.1344 2.1597  0.44
H5 -2.1260 2.4007 4.1485  0.48
H6 -5.5444 0.8561 -0.0688  0.45
H7 -4.3814 -1.3126 -0.3598  0.57
H8 1.2188 1.6883 -1.8591  0.57
H9 0.2228 3.9485 -1.6362  0.43
H10 -2.1356 4.1822 -0.9327  0.62
Br2 6.1969 -2.2384 3.6074  -0.18
C18 5.0068 -2.2366 2.1430  0.08
C19 3.6995 -2.6690 2.3203  -1.03
C20 2.8265 -2.6461 1.2534  0.39
C21 3.2577 -2.2152 -0.0088  -0.09
C22 4.5863 -1.8083 -0.1705  -0.47
C23 5.4523 -1.8063 0.9022  -0.82
N13 2.3128 -2.0868 -1.0193  0.50
C24 2.6160 -2.1967 -2.2688  -0.50
C25 1.5985 -1.9638 -3.2603  0.33
C26 1.8334 -2.1842 -4.6234  -1.02
C27 0.8099 -1.9816 -5.5241  -0.43
C28 -0.4359 -1.5902 -5.0430  -0.85
C29 -0.5930 -1.4036 -3.6842  -0.18
N14 0.3946 -1.5564 -2.8050  0.53
H11 3.3648 -3.0123 3.2875  0.50
H12 1.8068 -2.9891 1.3886  0.15
H13 4.9198 -1.4296 -1.1231  0.46
H14 6.4676 -1.4657 0.7801  0.41
H15 3.5964 -2.5225 -2.6168  0.52
H16 2.8045 -2.5196 -4.9502  0.51
H17 0.9677 -2.1278 -6.5814  0.44
H18 -1.2642 -1.4296 -5.7113  0.47
H19 -1.5540 -1.1251 -3.2725  0.39
Cl1 1.0929 -5.5257 0.4039  -0.32
Si1 -0.0496 -4.2418 -0.8062  0.49
Cl2 0.8744 -4.7682 -2.7130  -0.32
Cl3 -1.8368 -5.2203 -0.9949  -0.32

**HOMO energy**: -8.14 eV
**E**: -240132.5446 eV
**Charge**: 0
**Relative energy (zero: lowest compared OMol25 entry of this formula, charge and spin)**: 18.0 kcal/mol

---

# 2
This record from OMol25 describes a structure of composition C29H20AsBrN2O3PtS at a distorted geometry. The level of theory is the ωB97M-V functional and the def2-TZVPD basis.

Each line ends with the Mulliken charge.
Geometry (Å):
Pt1 0.6346 -0.3694 -0.1870  1.13
O1 0.9357 0.5698 1.7344  -0.75
N1 0.8464 -0.2102 2.7997  0.40
C1 0.6310 0.3885 3.9907  -0.23
C2 0.5810 -0.3291 5.1537  -0.68
C3 0.7529 -1.7134 5.0974  -0.19
C4 0.9533 -2.3115 3.8769  -0.79
C5 0.9889 -1.5513 2.7022  0.68
S1 1.2038 -2.2787 1.1610  -0.49
H1 0.5278 1.4614 3.9343  0.45
H2 0.4097 0.1857 6.0866  0.40
H3 0.7154 -2.3070 6.0001  0.39
H4 1.0853 -3.3796 3.7844  0.39
C6 2.5153 -3.7553 -5.5298  -0.45
C7 2.4185 -4.1032 -4.1896  -0.69
C8 1.7901 -3.2500 -3.2980  -0.30
C9 1.2413 -2.0539 -3.7497  0.38
C10 1.3426 -1.7023 -5.0883  -0.16
C11 1.9823 -2.5551 -5.9761  -0.69
As1 0.2086 -0.9954 -2.4840  0.74
C12 -1.3981 -2.0614 -2.3953  0.82
C13 -1.5875 -3.2361 -1.6927  -0.63
C14 -2.8411 -3.8299 -1.6900  -0.72
C15 -3.8875 -3.2422 -2.3879  -0.80
C16 -3.6991 -2.0561 -3.0802  -0.74
C17 -2.4497 -1.4508 -3.0841  0.45
C18 -2.1047 -0.1773 -3.7432  0.48
C19 -2.9781 0.6423 -4.4482  -0.48
C20 -2.5165 1.8139 -5.0289  -0.85
C21 -1.1838 2.1896 -4.9147  -0.74
C22 -0.3067 1.3951 -4.1936  -0.43
C23 -0.7680 0.2214 -3.6178  0.08
H5 3.0031 -4.4216 -6.2292  0.37
H6 2.8287 -5.0424 -3.8420  0.40
H7 1.7199 -3.5093 -2.2471  0.38
H8 0.9169 -0.7705 -5.4393  0.33
H9 2.0575 -2.2846 -7.0212  0.39
H10 -0.7686 -3.6754 -1.1346  0.30
H11 -3.0093 -4.7434 -1.1348  0.40
H12 -4.8654 -3.7058 -2.3768  0.40
H13 -4.5252 -1.6077 -3.6165  0.37
H14 -4.0247 0.3804 -4.5264  0.38
H15 -3.2063 2.4464 -5.5730  0.43
H16 -0.8429 3.1136 -5.3632  0.45
H17 0.7289 1.6904 -4.0687  0.49
Br1 -3.1906 6.0151 -2.4134  -0.19
C24 -2.0329 4.6912 -1.7094  0.07
C25 -0.6826 4.9633 -1.5555  -0.32
N2 0.1530 4.0613 -1.0620  -0.64
C26 -0.3187 2.8663 -0.7296  -0.06
C27 -1.6462 2.4863 -0.8779  0.82
C28 -2.5227 3.4482 -1.3662  -0.65
C29 -2.2727 1.1139 -0.5801  0.20
O2 -3.4907 1.0580 -0.6829  -0.73
O3 -1.5569 0.0946 -0.2421  -0.86
H18 -0.2601 5.9229 -1.8299  0.41
H19 0.4339 2.2003 -0.3058  0.29
H20 -3.5664 3.1867 -1.4729  0.61

**HOMO energy (spin up / spin down)**: -7.97 / -7.97 eV
**E**: -184481.8561 eV
**Charge**: 0
**Relative energy (zero: lowest compared OMol25 entry of this formula, charge and spin)**: 34.9 kcal/mol

---

# 3
This record from OMol25 describes a structure of composition C29H20ClN4O5RhS3. The level of theory is the ωB97M-V functional and the def2-TZVPD basis.

Each line ends with the Mulliken charge.
Geometry (Å):
Rh1 -0.2326 0.1795 -0.4102  0.38
O1 -0.0478 -3.9699 3.6961  -0.56
C1 -0.6968 -4.4569 2.6575  0.50
O2 -1.1613 -5.5669 2.6578  -0.59
C2 -0.8414 -3.5673 1.4512  -0.40
C3 -1.3965 -3.9709 0.2475  0.66
Cl1 -1.9190 -5.5387 -0.1195  -0.15
N1 -1.3875 -2.9269 -0.6283  -0.03
N2 -0.8177 -1.8627 -0.0219  0.20
C4 -0.4886 -2.2270 1.2066  -0.14
C5 0.2434 -1.2091 2.0432  1.22
O3 0.7323 -1.5321 3.1214  -0.84
O4 0.3624 -0.0373 1.5355  -0.71
C6 -1.7969 -2.8646 -2.0153  0.86
C7 -2.6262 -3.8264 -2.5834  -0.70
C8 -2.9549 -3.7441 -3.9289  -0.80
C9 -2.4854 -2.7127 -4.7220  -0.50
C10 -1.6936 -1.7344 -4.1423  -1.00
C11 -1.3536 -1.8094 -2.8035  0.14
H1 0.2632 -3.0353 3.5478  0.42
H2 -3.0421 -4.6330 -2.0128  0.35
H3 -3.5998 -4.5051 -4.3492  0.37
H4 -2.7539 -2.6576 -5.7696  0.40
H5 -1.3427 -0.8898 -4.7219  0.44
H6 -0.8172 -0.9949 -2.3633  0.72
S1 0.4933 2.2070 -0.8573  -0.31
C12 -0.9014 3.1647 -1.0930  0.65
C13 -0.7196 4.5601 -1.3533  -0.18
N3 -0.5678 5.6818 -1.5567  -0.42
C14 -2.1420 2.5928 -1.0199  0.58
S2 -2.2874 0.9159 -0.6966  -0.32
C15 -3.3371 3.3543 -1.2134  -0.15
N4 -4.3013 3.9576 -1.3851  -0.42
O5 1.6635 -0.5932 -0.9927  -0.29
S3 2.7188 -1.0214 0.0391  0.71
C16 3.4190 0.5016 0.7092  -0.91
C17 4.4720 0.1553 1.7277  0.05
C18 5.7911 0.5570 1.5380  -0.43
C19 6.7622 0.2354 2.4759  -0.71
C20 6.4217 -0.4952 3.6059  -0.42
C21 5.1051 -0.8888 3.8047  -0.81
C22 4.1299 -0.5618 2.8735  0.04
C23 4.0780 -1.6062 -1.0032  -1.52
C24 4.6855 -0.5853 -1.9233  0.36
C25 6.0202 -0.2267 -1.7563  -0.37
C26 6.6046 0.7223 -2.5833  -0.66
C27 5.8551 1.3262 -3.5824  -0.40
C28 4.5265 0.9656 -3.7621  -0.80
C29 3.9427 0.0092 -2.9439  -0.04
H7 2.5623 1.0060 1.1567  0.60
H8 3.8051 1.0914 -0.1229  0.59
H9 6.0534 1.1342 0.6586  0.52
H10 7.7847 0.5601 2.3255  0.39
H11 7.1791 -0.7473 4.3372  0.39
H12 4.8302 -1.4432 4.6933  0.44
H13 3.0956 -0.8432 3.0515  0.32
H14 3.6228 -2.4402 -1.5410  0.65
H15 4.8138 -2.0164 -0.3079  0.50
H16 6.6054 -0.6956 -0.9724  0.46
H17 7.6455 0.9886 -2.4458  0.40
H18 6.3068 2.0720 -4.2246  0.40
H19 3.9405 1.4297 -4.5459  0.41
H20 2.9082 -0.2708 -3.0885  0.45

**HOMO energy (spin up / spin down)**: -8.76 / -8.76 eV
**E**: -94632.0895 eV
**Charge**: 0
**Relative energy (zero: lowest compared OMol25 entry of this formula, charge and spin)**: 3.6 kcal/mol

---

# 4
This record from OMol25 describes a structure of composition C29H20FN4O4Ti at a distorted geometry. The level of theory is the ωB97M-V functional and the def2-TZVPD basis.

Each line ends with the Mulliken charge.
Geometry (Å):
Ti1 0.9396 -0.4820 -0.8057  -1.05
C1 1.7321 -4.8070 -0.3028  -0.92
C2 1.3908 -5.3591 -1.5260  -0.38
C3 0.9106 -4.5205 -2.5627  -0.91
C4 0.8650 -3.1490 -2.3637  0.39
N1 1.0951 -2.6377 -1.1203  0.66
C5 1.5536 -3.4222 -0.1419  0.11
C6 0.5534 -2.1377 -3.3854  0.79
C7 -0.2626 -2.3172 -4.4760  -0.76
C8 -0.6238 -1.2313 -5.3100  -0.77
C9 -0.2658 0.0663 -4.9286  -0.82
C10 0.4951 0.1683 -3.7406  1.01
N2 0.7799 -0.8772 -3.0060  -0.03
C11 0.8058 1.4961 -3.0832  0.41
C12 0.9352 2.7008 -3.6914  -0.78
C13 1.4509 3.7718 -2.9730  -0.37
C14 1.8240 3.5981 -1.6587  -0.87
C15 1.6433 2.3684 -1.0907  0.22
N3 1.1436 1.3468 -1.7982  0.65
H1 1.9656 -5.3970 0.5761  0.42
H2 1.4561 -6.4294 -1.6613  0.43
H3 0.7681 -4.9046 -3.5111  0.49
H4 1.8399 -2.9424 0.7987  0.37
H5 -0.6844 -3.2845 -4.6183  0.43
H6 -1.1995 -1.3909 -6.1427  0.53
H7 -0.6090 0.9748 -5.4617  0.35
H8 0.5959 2.7618 -4.7201  0.38
H9 1.5865 4.7387 -3.5005  0.39
H10 2.3746 4.3748 -1.0877  0.41
H11 2.0080 2.0590 -0.0412  0.22
O1 4.0820 0.0666 1.6565  -0.55
C16 3.0610 -0.2628 1.1973  0.08
O2 2.7811 -0.4069 -0.1321  -0.44
C17 1.7796 -0.2810 1.8917  0.31
C18 1.6167 -0.5570 3.1738  -0.66
C19 0.2756 -0.8845 3.6947  -1.03
C20 -0.7541 -0.5646 2.9080  -1.16
C21 -0.6260 0.0805 1.5895  2.03
N4 0.6574 -0.1167 1.0040  0.87
C22 -1.6113 -0.4066 0.5433  0.23
O3 -2.8141 -0.5905 0.6961  -0.68
O4 -0.9801 -0.4980 -0.6389  -0.36
H12 2.5320 -0.7543 3.7642  0.45
H13 0.3330 -1.3519 4.6357  0.58
H14 -1.7822 -0.6432 3.2269  0.59
F1 -4.8331 2.9513 5.5742  -0.31
C23 -3.8644 2.6741 4.6979  0.40
C24 -2.5466 3.0171 4.9280  -0.76
C25 -1.5473 2.7221 3.9786  -0.49
C26 -1.9558 2.1077 2.8003  0.55
C27 -0.8733 1.6585 1.8507  -1.12
C28 -3.3118 1.7509 2.5971  -0.49
C29 -4.2337 2.0454 3.5270  -0.57
H15 -2.2671 3.4431 5.8358  0.49
H16 -0.5341 2.7159 4.1960  0.48
H17 0.1248 1.9422 2.1928  0.45
H18 -0.9943 2.1079 0.8088  0.22
H19 -3.4790 1.2019 1.7265  0.54
H20 -5.3027 1.6968 3.4103  0.34

**HOMO energy**: -10.52 eV
**E**: -70378.2984 eV
**Charge**: +1
**Relative energy (zero: lowest compared OMol25 entry of this formula, charge and spin)**: 37.7 kcal/mol